1.
15 unconnected molecules or ions with the total composition C23H76N6O15 in a non-equilibrium geometry. Source: the OMol25 dataset; level of theory: wB97M-V/def2-TZVPD.

Geometry as XYZ:
```
120
C23H76N6O15 | the OMol25 dataset | wB97M-V/def2-TZVPD
H -3.3554 -0.1834 0.9075
H -2.6327 -3.4856 2.7131
C -0.3607 -4.8125 -3.3627
C -4.5493 0.4613 -2.2015
C -3.9092 0.3160 1.6854
H -3.7283 2.8915 0.5851
H -3.8544 -3.8187 0.5716
H 2.3324 -2.5866 -1.4626
O -3.3449 -2.3560 -2.1815
H 2.1983 -4.2355 -1.3736
C -0.2225 4.4365 -1.4855
H 0.7322 1.1191 4.1856
O -5.1450 0.7020 1.1720
H -5.0132 3.9815 -1.2728
H -0.1599 4.4911 -0.3837
C -1.0538 -2.3589 2.7781
H -5.7052 0.9948 1.8939
C 0.5911 1.3608 3.1037
H -4.6881 1.4947 -2.2950
O -5.5908 -0.0180 -1.4424
O 3.5020 1.2596 -0.3835
H -4.9286 4.7693 0.7872
H 1.4985 1.2860 2.5610
O 0.0391 -1.1912 -0.4402
H -2.1462 -0.8741 3.7793
H 1.3090 4.2680 1.5003
H 3.2826 -1.2325 4.0840
C 5.1608 0.3736 2.1780
H 4.5177 -2.6934 -0.0895
H -4.3046 -2.3875 -2.4057
H -0.9029 2.5239 3.3555
H -5.4233 0.1111 -0.4920
H 0.5821 3.2004 -3.0397
O -0.0283 2.6249 2.9499
H 1.8022 2.7179 1.2148
H -1.5369 0.8117 -0.8472
C 0.2238 3.1204 -1.9991
H -2.1073 -2.5795 4.5150
O 0.7462 5.3740 -1.9828
H -0.6370 -1.5467 2.1840
H -0.3592 -2.5988 -2.7903
H 1.0372 0.2935 0.6545
H 4.1448 -1.1044 -2.8294
H 1.0009 -3.4652 0.3484
C -4.1733 4.4386 -0.8371
C -3.2630 -2.4032 -0.7665
H 1.0275 2.7978 -1.3618
C 4.0860 -3.6149 -0.5370
H -2.3670 -0.9063 -2.7050
O 0.4202 -5.8804 -2.9662
H -0.0989 0.5570 2.7342
O -2.1259 -2.9456 2.1192
C 3.9300 0.0502 -0.9574
H -2.2415 -2.2570 -0.3595
H -3.4248 1.1938 2.1287
C 3.7419 -0.1363 -2.4902
H 4.4289 3.6643 1.4467
H 3.7298 5.0419 2.0323
H 3.9290 4.1395 3.8193
C 3.5087 3.9869 1.9431
N -1.0805 -4.0497 -2.5258
H 0.2814 5.9581 -2.5915
H -0.8918 -4.1469 -1.4963
H 3.2914 -0.7350 -0.5637
C 0.4640 0.0778 -0.2548
C 2.6079 -3.4267 -0.7860
H 2.5571 -2.6998 3.5838
H 7.0369 0.7201 2.0590
O 2.4144 -1.2676 2.0823
N -0.4496 -4.4808 -4.6230
C -0.7845 0.8788 0.0006
H -0.2813 -3.0644 2.9477
O 5.3051 -1.0060 2.1288
H -1.2588 0.5219 0.8886
H -3.9763 -1.7240 -0.3543
O -4.4717 5.3317 0.1657
C -3.8106 -3.7566 -0.4414
H 2.4869 3.8726 0.1943
H 0.1903 -4.9707 -5.2179
C -1.5813 -1.7471 4.0165
H 4.9868 -0.2453 -0.6980
H -0.7306 -1.5615 4.6358
H -3.2650 -4.6481 -0.8253
H 2.1875 -1.9909 1.5047
H 1.6004 -1.3079 4.0829
C 2.4251 -1.6417 3.4830
H 6.1052 2.0827 2.6247
H 1.1574 -1.7791 -3.2009
O 1.9423 -3.1894 0.4429
H 0.0772 -1.4042 -1.3752
H -3.5534 4.9739 -1.5132
H -3.0746 2.6078 -1.0529
H -3.5358 0.3634 -1.9005
H -4.7475 0.0698 -3.1841
H 4.4049 -4.4043 0.0386
H -0.5909 1.8863 0.2257
H 3.2422 0.1447 2.4725
O 3.5259 3.4274 3.2956
H -2.2124 3.7185 -0.0039
C -3.2325 3.3223 -0.2942
C 2.1650 3.7170 1.2100
O 0.4308 0.5484 -3.7739
H -0.5515 2.3474 -1.9639
H 3.7794 1.8548 2.6787
C -0.3848 -0.5927 -3.4188
H -4.0534 -0.3738 2.5107
N 0.1865 -1.7161 -3.0245
N 6.1090 1.2169 2.1011
H -1.2397 4.6821 -1.7982
N 3.9667 0.8476 2.3326
N -1.7001 -0.4305 -3.2823
H -1.9859 0.5434 -3.6168
H 2.7095 -0.0075 -2.7201
H -4.8308 -3.9342 -0.7738
H -1.0623 -3.7167 -4.8718
H 4.3746 0.6506 -2.9312
H -1.9221 -3.4662 -2.8107
H 0.9975 0.4584 -1.0491
H 3.5738 1.1637 0.5965
H 4.5556 -3.6842 -1.5556
```

For the molar mass, the calculation gives 676.888 g/mol. The HOMO energy is -8.50 eV. As for the HOMO-LUMO gap: 8.434 eV. The total energy comes out at -64729.7615 eV. The energy relative to the best compared isomer or geometry (same formula, charge and spin) comes out at 721.8 kJ/mol. As for the LUMO energy: -0.1 eV.

2.
14 unconnected molecules or ions with the total composition C23H77N3O14 in a non-equilibrium geometry. Source: the OMol25 dataset; level of theory: wB97M-V/def2-TZVPD.

Geometry as XYZ:
```
117
C23H77N3O14 | the OMol25 dataset | wB97M-V/def2-TZVPD
O 4.8744 -1.9750 1.6246
O -0.3046 7.6383 -0.7836
H 0.6895 5.0960 1.6790
H 1.4561 5.9973 0.0515
H 1.8893 -1.7860 -0.8764
C 0.1606 4.8020 -1.4807
H -0.5220 -3.7188 -3.5038
H -0.7581 1.5666 1.1226
C 3.1190 -5.1114 -2.2267
H -4.4680 -3.9332 -2.1501
O 0.5345 -4.1973 -5.2610
H -0.5760 -0.9338 5.5503
O 0.3024 0.0076 0.6383
C 2.2341 -5.3949 3.1107
H -5.2907 0.8201 0.0178
H -2.5161 3.6224 -2.6846
H -2.4938 -2.0959 0.8610
H 0.4709 -0.5290 -2.7871
H -3.2740 1.9551 3.7169
H -0.8461 -2.0309 -0.8935
N 1.9223 1.5684 -1.8439
O 1.2352 -4.5054 3.3042
C -1.3524 8.6225 -0.5914
H 2.7536 -4.6607 -3.3162
H -2.8842 1.8135 0.5333
C -3.0061 -0.8853 -3.9911
H 2.4632 -5.9577 4.1592
H 0.0744 7.0978 1.0291
H -2.7762 1.8954 -2.4291
O -4.4185 -4.3336 0.0154
C 1.1827 -1.0151 1.0019
H 2.0104 -5.9442 2.2340
H 1.6955 -0.3871 -4.0539
C -4.0665 2.2108 0.7853
O -4.2828 -2.4457 1.9985
C 0.6135 5.5162 -0.1811
H -3.2347 2.4538 -4.1535
H -0.0219 3.2600 -1.8548
H 5.9241 -3.3741 2.2881
H -3.9057 1.7552 6.0967
H 1.0090 -2.7638 -3.6458
C -2.3945 2.6732 -3.2379
H -4.3001 2.1392 1.7679
H 0.9837 -0.9560 4.5771
H -0.2888 -2.4436 -4.8682
H 0.7359 -2.1379 5.5487
H -2.4807 8.3113 -0.5819
H 2.8821 -2.8273 1.0801
C -2.9942 1.2920 4.4822
C -0.3489 6.6044 0.1691
C -0.1304 -2.6711 -0.3526
H -3.1856 -3.5122 -0.9626
H 3.1418 -4.8404 3.0172
N 0.4325 4.4661 0.8756
H -4.3898 -3.6175 0.6292
H -2.7927 0.3543 4.1771
H -0.9274 0.5114 2.3318
C -0.2119 2.2127 -2.3938
H 2.1723 -5.2590 -1.7398
H 6.5336 1.1260 0.2793
H 4.6554 1.3825 -0.8498
H -4.0769 3.2812 0.8224
H -4.2986 -0.8161 -3.8503
H 1.2840 -3.7722 2.8354
H -3.0045 -0.7972 1.8685
H -1.3790 6.2746 0.4145
H 1.7368 2.3608 -3.4627
H -3.4296 -2.6916 -5.1364
H 1.4697 1.2183 -0.9587
H 2.0255 -0.2862 1.2298
H 0.2179 5.6726 -2.3152
C 0.5536 -1.1217 5.6005
H -0.9418 4.5414 -1.3493
H -4.5244 -2.4348 -0.9985
H 2.6466 -3.4920 -0.3767
O 1.1795 -0.4898 6.6429
C 4.7063 0.6411 -0.0028
H 3.5861 -6.1848 -2.2745
O -4.7432 1.5289 -0.3143
O 3.8826 -4.0903 -1.5710
C -4.1933 -3.5174 -1.1390
O -2.6791 -2.1335 -4.6568
H -2.6166 -0.9024 -3.0316
H -0.0109 -3.3888 -1.0552
O -4.0949 1.2097 5.4340
H 0.8769 1.0771 2.3489
H -2.1000 1.5506 5.1684
H 4.2031 -3.7082 -2.2008
H -1.3114 9.3423 -1.3821
H 5.2467 -2.2131 3.5374
H -4.7749 -2.1406 2.8926
C -3.0257 -1.7983 1.7478
H 0.9015 -3.5603 -5.8681
C 0.8341 0.1551 -3.4997
C 5.7314 -2.3467 2.7657
H 4.5158 -0.2195 -0.4653
H 1.4701 0.3232 6.3037
C -0.1644 0.8635 1.7309
H -0.5079 4.3140 1.0424
H -0.3801 -3.0424 0.5753
H 3.9244 1.0675 0.7589
C 0.1718 -3.2830 -4.2612
O -1.0860 2.3766 -3.5187
N 2.1304 -3.0880 0.4853
C 1.0482 1.6472 -2.8973
H -1.1011 9.0521 0.3771
H 6.7400 -1.6200 2.6664
H 0.8375 3.9439 -1.6871
H 0.8447 -1.3996 2.0545
H 0.1764 0.4577 -4.3055
O 5.9067 0.4899 0.5391
H 5.3759 -1.2154 1.2331
H -2.8216 0.0253 -4.3929
C 1.3307 -2.0610 -0.0577
H -0.7053 1.5629 -1.6979
H 2.0456 2.5258 -1.8340
H -2.3376 -2.2165 2.4269
```

For the molar mass, the calculation gives 619.876 g/mol. The HOMO energy is -8.66 eV. As for the HOMO-LUMO gap: 8.802 eV. The total energy comes out at -58211.2081 eV. The energy relative to the best compared isomer or geometry (same formula, charge and spin) comes out at 1566.4 kJ/mol. As for the LUMO energy: 0.1 eV.